# C30H60O30

10 unconnected molecules or ions with the total composition C30H60O30 in a non-equilibrium geometry (the ωB97M-V functional and the def2-TZVPD basis, the OMol25 dataset).

Last column: Löwdin charge in e.
Geometry (Å):
C -27.716226 -4.440910 37.407241  -0.0990
O -29.075793 -4.701759 37.686117  -0.0889
C -29.908606 -3.614375 38.004345  -0.5487
O -29.575860 -2.507243 37.886850  0.1753
O -31.140522 -4.078908 38.434853  -0.0823
C -32.158438 -3.179904 38.605516  -0.0984
H -27.325535 -3.883822 38.388342  0.1210
H -27.652535 -3.709532 36.425479  0.1401
H -27.092387 -5.378891 37.119440  0.1052
H -33.079188 -3.678956 38.957231  0.0956
H -32.234585 -2.531156 37.648723  0.1204
H -31.559985 -2.438468 39.425087  0.1564
C -32.113127 -3.185741 45.734135  0.0695
O -31.327990 -3.515449 44.527691  0.0004
C -31.605214 -4.498635 43.697716  -0.5935
O -32.656419 -5.127019 43.812039  0.0920
O -30.784524 -4.733751 42.688668  0.0066
C -31.237133 -5.502078 41.587368  0.0035
H -32.865742 -2.554148 45.237566  0.1262
H -31.458734 -2.712029 46.436337  0.0996
H -32.444228 -3.929204 46.087162  -0.0237
H -30.440522 -5.529904 40.995217  0.0395
H -31.968958 -4.976043 40.997610  0.1021
H -31.510363 -6.414276 41.769265  0.0516
C -20.788478 -12.102130 39.778542  -0.0423
O -19.975594 -11.689024 40.849572  0.0562
C -20.195358 -10.421620 41.260265  -0.5269
O -21.121171 -9.742090 40.769438  0.0575
O -19.443203 -9.967242 42.212793  0.0719
C -19.701323 -8.927389 43.061545  -0.0124
H -21.758739 -12.203723 39.964837  0.0561
H -20.683994 -13.099270 39.567911  0.0800
H -20.706399 -11.587620 38.851909  0.0767
H -20.209707 -8.164284 42.519348  0.0938
H -18.920365 -8.453431 43.564976  0.0934
H -20.284160 -9.267575 43.701750  0.0282
C -19.872931 -10.806916 36.365920  -0.0604
O -20.496710 -9.575014 36.775523  -0.0583
C -21.767536 -9.208496 36.268862  -0.5222
O -22.276163 -9.984783 35.504697  0.1221
O -22.304995 -8.100232 36.742728  0.0068
C -23.324581 -7.497700 36.049431  -0.0695
H -20.715777 -11.414323 36.502154  0.0467
H -19.147931 -11.182376 37.049429  0.0784
H -19.679407 -10.903988 35.185777  0.1500
H -22.912279 -6.846778 35.340651  0.0896
H -23.834776 -6.974329 36.789327  0.0465
H -24.268576 -7.945856 35.598867  0.1376
C -27.796583 -2.036205 46.599697  -0.0526
O -26.995276 -3.060196 45.981597  -0.0236
C -27.490606 -4.284545 45.634981  -0.5695
O -28.695365 -4.456639 45.887350  0.0649
O -26.720926 -5.132804 45.030547  0.0268
C -27.312659 -6.285737 44.333109  0.0651
H -28.697386 -2.029586 46.102603  0.0288
H -27.545695 -0.906396 46.435063  0.1297
H -28.035531 -2.242386 47.687773  0.1139
H -28.155658 -6.148871 44.031801  -0.0244
H -27.236249 -7.165872 45.069234  0.1463
H -26.676997 -6.235923 43.499237  0.0805
C -22.857115 -7.294617 39.667590  -0.0117
O -24.043762 -6.950044 40.531041  -0.0538
C -25.165217 -6.424224 39.935947  -0.7212
O -25.236600 -6.250654 38.811795  0.1623
O -26.129831 -6.317499 40.815583  -0.0256
C -27.558117 -6.351166 40.313716  0.0135
H -22.511996 -6.651727 38.757983  0.1118
H -23.011141 -8.243915 39.197660  0.0476
H -21.893364 -7.546651 40.352552  0.1222
H -27.572859 -7.042875 39.306238  0.1361
H -27.990336 -5.402444 39.851638  0.0709
H -28.146593 -6.939942 41.209257  0.1423
C -28.870227 -10.738893 43.276204  -0.1252
O -28.149235 -9.907479 42.434058  -0.0675
C -27.495029 -10.365915 41.275314  -0.5012
O -27.741091 -11.576146 40.969060  0.0519
O -27.000637 -9.475990 40.500862  0.0318
C -26.235430 -9.958907 39.430358  -0.0112
H -29.696045 -10.014488 43.768130  0.1263
H -28.365378 -11.254793 44.224917  0.1231
H -29.432428 -11.545975 42.715718  0.0950
H -27.099350 -10.279737 38.726745  0.1510
H -25.638979 -10.910435 39.583934  0.1338
H -25.566251 -9.493711 38.987980  -0.0079
C -28.192073 -3.003973 42.204924  -0.0336
O -27.225558 -2.845165 41.168645  -0.0492
C -25.884977 -3.198078 41.348725  -0.4472
O -25.428306 -3.349662 42.495337  0.0939
O -25.024481 -3.084862 40.280975  -0.0350
C -23.762419 -3.570290 40.267863  -0.0969
H -27.859522 -2.351244 42.988079  0.0872
H -28.356841 -3.959508 42.624883  0.0526
H -29.233919 -2.729087 41.662244  0.1507
H -23.480562 -3.897921 39.115038  0.1579
H -23.747828 -4.392690 41.070426  0.1065
H -22.990699 -2.865872 40.492720  0.0784
C -25.437934 -9.588460 46.968116  -0.0588
O -25.298364 -9.756316 45.619412  0.0423
C -24.240400 -9.640517 44.902658  -0.5933
O -23.282812 -9.055590 45.419071  0.1010
O -24.288989 -9.982533 43.639993  0.0398
C -23.263259 -9.731183 42.825602  -0.0913
H -25.796849 -8.557865 47.141066  0.1064
H -24.652403 -9.787135 47.498930  0.0355
H -26.300638 -9.964090 47.588304  0.1207
H -23.493396 -10.131458 41.825081  0.1059
H -22.465381 -10.289214 43.137696  0.0610
H -22.991233 -8.590421 42.777670  0.1417
C -18.227525 -5.378907 43.651829  0.0169
O -19.515214 -5.628926 44.283279  -0.0162
C -20.698977 -5.740906 43.570054  -0.4695
O -20.834479 -5.405847 42.372668  0.0657
O -21.810631 -5.917086 44.427451  -0.0258
C -23.146578 -5.656488 43.796170  0.0069
H -18.242550 -4.683907 43.000785  0.0288
H -18.006750 -6.338668 43.140811  0.1076
H -17.464451 -5.280046 44.259623  0.0483
H -23.473865 -6.210249 42.883683  0.0888
H -23.123630 -4.644408 43.629262  0.0581
H -23.884338 -5.871634 44.496650  0.0637

Atomic forces in eV per Å
C 1.78 2.74 -0.82
O -2.48 -0.21 0.68
C -0.29 -4.01 -0.20
O 0.32 2.81 -0.03
O 3.10 -2.89 -1.53
C 2.02 4.81 1.12
H -0.07 -1.14 -2.49
H 0.00 -1.57 2.63
H -1.63 1.42 1.01
H 0.70 0.40 -0.25
H -0.55 -1.06 1.58
H -2.86 -1.20 -1.67
C 3.97 9.23 -7.35
O 2.73 0.46 -0.40
C -4.18 -1.29 1.11
O 0.83 0.16 -0.14
O 1.30 1.31 0.95
C -1.04 4.98 0.35
H -0.08 0.08 1.26
H 0.43 0.57 -0.07
H -4.95 -10.47 4.82
H 3.57 -0.21 -2.51
H -0.70 0.26 0.21
H -1.87 -5.12 1.73
C 1.86 0.76 -0.85
O 1.00 0.96 0.98
C -3.86 2.12 -1.72
O 1.78 -1.32 0.80
O 3.44 -3.57 -0.94
C 1.57 3.70 -5.12
H -4.43 0.99 1.65
H 1.93 -2.68 -0.28
H 0.54 0.99 -0.40
H -0.54 0.83 -0.46
H 2.17 -0.04 0.21
H -5.47 -2.77 6.19
C -2.43 0.22 -3.23
O -0.40 3.34 0.62
C 2.07 -3.53 -0.52
O -0.74 0.62 -0.40
O 2.42 -1.89 1.04
C -3.06 0.33 -1.05
H -0.90 -2.03 -0.19
H 1.02 0.72 0.30
H 0.16 0.66 2.81
H 0.51 1.02 -1.13
H -0.51 1.70 1.39
H 1.89 -1.19 0.23
C -0.05 0.63 1.19
O 2.72 -0.24 -0.57
C -5.10 2.12 1.74
O 1.68 -0.78 -0.64
O 0.85 0.77 0.13
C 9.70 -1.65 5.61
H -2.45 -0.45 -0.96
H 1.12 -2.43 0.27
H 0.72 0.16 -1.23
H -10.23 1.91 -2.83
H 0.02 1.13 -1.62
H 1.08 -1.23 -1.15
C 2.13 0.13 0.56
O 0.99 0.41 -0.50
C 2.14 -2.54 4.50
O -0.70 1.39 -6.68
O -2.39 0.52 0.91
C -0.09 -2.76 -1.34
H -1.20 -0.21 2.18
H -0.71 -0.67 -0.10
H -2.67 1.20 -1.21
H 0.13 1.31 2.72
H 0.86 -0.80 1.63
H 1.39 1.96 -2.46
C -2.99 -1.02 2.52
O 2.89 1.90 -1.97
C -5.13 -6.51 1.61
O 2.02 3.71 0.61
O 1.91 2.40 1.63
C -7.22 -8.44 0.82
H 1.85 -1.63 -1.16
H -0.23 1.27 -2.38
H 0.80 0.92 0.53
H 1.97 0.38 0.33
H -1.24 0.62 0.86
H 5.47 6.47 -3.38
C -1.77 1.69 -1.48
O 2.82 -1.48 -2.54
C 1.36 1.29 3.81
O -1.26 -0.52 -2.63
O -5.65 1.59 -0.47
C 2.22 -3.47 -0.85
H -0.53 0.57 0.59
H 0.41 -1.42 0.01
H 2.58 -0.24 1.54
H -1.02 0.30 3.06
H 0.73 0.77 -1.55
H 0.19 0.85 0.53
C -5.01 3.43 0.31
O -4.26 -3.05 -2.36
C 4.14 3.49 2.33
O 0.05 -1.05 -1.18
O -4.83 -1.37 2.01
C 1.46 3.28 -2.97
H 1.16 0.36 -0.16
H 4.97 -0.92 2.72
H 0.30 -1.47 -1.95
H -0.23 0.55 0.34
H 2.60 -1.06 0.85
H -0.45 -2.17 -0.01
C -4.09 -7.26 -0.25
O -1.60 -0.37 0.50
C -1.30 3.15 -1.38
O 0.78 -1.69 3.13
O 1.88 -0.76 -1.96
C 1.66 -1.60 -0.86
H -0.56 5.09 -4.57
H 0.08 0.58 -0.23
H 2.95 0.79 4.09
H 1.23 0.18 0.46
H -0.31 2.39 -0.76
H -0.80 -0.44 1.77

## Properties
* spin multiplicity: 1
* ΔE to the lowest compared entry with this formula, charge and spin: 1727.1 kJ/mol
* SMILES: COC(=O)OC.COC(=O)OC.COC(=O)OC.COC(=O)OC.COC(=O)OC.COC(=O)OC.COC(=O)OC.COC(=O)OC.COC(=O)OC.COC(=O)OC